1.
CH3P3 | ωB97M-V with the def2-TZVPD basis set

Properties
- Kohn-Sham gap (eV) = 7.93

Element x y z (Å)
1 C 0.54493 0.06711 -0.44994
2 P 1.28345 -0.69481 1.06803
3 P 0.92609 1.26849 1.24973
4 P -1.13673 -0.29020 -0.87378
5 H 1.41375 0.28403 -1.04021
6 H -1.68120 0.70078 -0.07291
7 H -1.35029 -1.33540 0.11909

Atoms 1-2, force components in eV/Å:
C 2.149 1.156 2.966
P -0.274 0.453 0.321

---

2.
CH3PSi | ωB97M-V with the def2-TZVPD basis set

Properties
- SMILES = C1=P[SiH2]1
- Kohn-Sham gap (eV) = 8.59

Element x y z (Å)
1 C -1.04448 0.93610 0.00668
2 Si -0.01777 -0.65219 -0.01871
3 P -2.26636 -0.18056 0.04094
4 H -1.08683 2.08990 -0.19570
5 H 0.57818 -1.17636 -1.41180
6 H 0.45016 -1.17114 1.22247

Atoms 1-2, force components in eV/Å:
C 0.677 1.611 -0.864
Si -1.866 1.058 -2.181

---

3.
CH3PSi | ωB97M-V with the def2-TZVPD basis set

Properties
- Kohn-Sham gap (alpha / beta) (eV) = 8.15 / 6.89

Element x y z (Å)
1 C 0.38362 1.17744 -0.30809
2 Si -0.41247 -0.52262 -0.16832
3 P -0.56697 1.29676 1.14811
4 H 1.07388 1.98128 -0.52392
5 H -0.83888 -1.01998 -1.67746
6 H 0.36082 -2.91288 1.52968

Atoms 1-2, force components in eV/Å:
C -0.977 -0.772 2.349
Si 0.734 0.484 -1.304

---

4.
CH4AsCsF6O | ωB97M-V with the def2-TZVPD basis set

Properties
- Kohn-Sham gap (eV) = 11.10

Element x y z (Å)
1 Cs 0.46043 0.12973 -1.79995
2 As -2.60157 -1.31025 -0.28131
3 F -2.94105 -3.05049 0.03008
4 F -2.09350 -1.59189 -1.92691
5 F -2.15157 0.45516 -0.43223
6 F -3.00406 -1.02338 1.44913
7 F -0.91607 -1.67494 0.17525
8 F -4.19924 -1.08978 -0.86042
9 C 3.12431 1.26862 0.72362
10 O 1.92143 1.70645 0.17637
11 H 3.24565 1.44967 1.79162
12 H 3.29624 0.19745 0.61803
13 H 3.89263 1.87153 0.23958
14 H 1.96636 2.66212 0.09715

Atoms 1-2, force components in eV/Å:
Cs -0.352 -0.274 0.018
As -0.283 -1.488 2.735

---

5.
CH4BBr | ωB97M-V with the def2-TZVPD basis set

Properties
- Kohn-Sham gap (eV) = 11.29

Element x y z (Å)
1 B 0.45787 -0.38877 0.60757
2 C -0.42608 0.42812 -0.37086
3 Br -1.06473 1.08384 1.41956
4 H 1.51354 -0.23433 0.78242
5 H -1.31841 0.16126 -0.79485
6 H -0.11041 1.34415 -0.85020
7 H 0.10923 -1.50463 0.56652

Atoms 1-2, force components in eV/Å:
B -3.023 -1.371 -2.303
C 1.670 2.201 1.049

---

6.
CH4BrClOSi | ωB97M-V with the def2-TZVPD basis set

Properties
- Kohn-Sham gap (alpha / beta) (eV) = 5.86 / 5.85

Element x y z (Å)
1 C 0.94488 0.19529 -0.83018
2 O -0.22525 -0.19886 -0.53957
3 Si -1.45881 0.23085 0.51366
4 Cl 2.59281 -2.38245 0.21927
5 Br 1.81476 1.50544 0.12977
6 H 1.51292 -0.30071 -1.60495
7 H -2.23723 1.17512 -0.28471
8 H -0.90573 0.86361 1.70166
9 H -2.03834 -1.08829 0.69504

Atoms 1-2, force components in eV/Å:
C 0.035 -1.284 1.513
O 1.993 0.326 -1.549

---

7.
CH4BrN2 | ωB97M-V with the def2-TZVPD basis set

Properties
- SMILES = N/C=[NH+]/Br
- Kohn-Sham gap (eV) = 10.15
- charge = +1

Element x y z (Å)
1 C 0.02830 -0.42341 -0.10734
2 N 1.32108 -0.17003 -0.00250
3 N -0.92324 0.47208 -0.03510
4 Br -2.72101 0.04711 0.08619
5 H -0.44360 -1.35274 -0.17332
6 H 1.93038 -0.96563 0.11911
7 H 1.50414 0.75158 0.31640
8 H -0.69605 1.64103 -0.20344

Atoms 1-2, force components in eV/Å:
C -0.538 1.351 0.604
N -1.882 -1.012 -0.378

---

8.
CH4BrOP | ωB97M-V with the def2-TZVPD basis set

Properties
- SMILES = O[C@@H](P)Br
- Kohn-Sham gap (eV) = 10.09

Element x y z (Å)
1 C -0.30353 -0.22249 0.56288
2 O 0.22335 -1.32599 -0.04109
3 P 0.55432 1.31902 -0.01286
4 Br -2.28180 0.10677 -0.17129
5 H -0.59706 -0.28331 1.67635
6 H 0.14028 -1.31314 -0.96200
7 H 1.72306 0.71915 0.46652
8 H 0.54137 1.00000 -1.51852

Atoms 1-2, force components in eV/Å:
C -1.975 0.805 -0.655
O -0.176 -1.003 3.595

---

ΔE to the lowest compared entry with this formula, charge and spin values (in kcal per mole) by entry order: 4.0; 6.1; 94.9; 10.3; 48.3; 56.7; 42.3; 20.8.